{"formula": "C14H26N4O4", "method": "ωB97M-V with the def2-TZVPD basis set", "gap_ha": 0.347, "spin_multiplicity": 1, "homo_energy_ha": -0.332, "lumo_ev": 0.4, "symbols": ["C", "N", "C", "O", "C", "C", "C", "C", "C", "N", "C", "O", "C", "C", "C", "C", "N", "O", "N", "C", "C", "O", "H", "H", "H", "H", "H", "H", "H", "H", "H", "H", "H", "H", "H", "H", "H", "H", "H", "H", "H", "H", "H", "H", "H", "H", "H", "H"], "coordinates": [[-2.23, -3.58, 2.48], [-1.48, -2.50, 1.87], [-0.23, -2.17, 2.18], [0.42, -2.76, 3.03], [0.48, -0.98, 1.46], [1.78, -1.45, 0.79], [2.73, -0.35, 0.32], [3.48, 0.29, 1.53], [3.76, -0.86, -0.69], [-0.34, -0.27, 0.49], [-1.41, 0.48, 0.79], [-1.76, 0.57, 1.96], [-2.24, 1.13, -0.37], [-2.18, 2.68, -0.37], [-0.77, 3.32, -0.16], [0.30, 3.05, -1.24], [1.56, 3.10, -0.94], [0.00, 2.78, -2.40], [-1.88, 0.67, -1.71], [-2.17, -0.56, -2.11], [-2.06, -0.85, -3.61], [-2.47, -1.46, -1.31], [-2.27, -4.40, 1.75], [-1.85, -3.82, 3.45], [-3.28, -3.27, 2.59], [-1.92, -1.99, 1.11], [0.71, -0.29, 2.28], [2.38, -2.14, 1.36], [1.47, -2.04, -0.06], [2.18, 0.49, -0.16], [2.77, 0.64, 2.31], [4.10, 1.07, 1.14], [4.16, -0.46, 1.93], [4.43, -0.02, -1.00], [4.36, -1.68, -0.32], [3.19, -1.23, -1.56], [-0.06, -0.31, -0.49], [-3.29, 0.85, -0.23], [-2.60, 3.05, -1.34], [-2.80, 3.04, 0.44], [-0.39, 3.01, 0.82], [-0.91, 4.43, -0.17], [2.19, 2.93, -1.68], [1.85, 3.31, 0.02], [-1.50, 1.36, -2.36], [-1.95, -1.94, -3.72], [-1.23, -0.28, -4.05], [-3.03, -0.56, -4.06]]}


{"formula": "C6H10", "method": "ωB97M-V with the def2-TZVPD basis set", "gap_ha": 0.325, "spin_multiplicity": 1, "homo_energy_ha": -0.285, "lumo_ev": 1.1, "symbols": ["C", "C", "C", "C", "C", "C", "H", "H", "H", "H", "H", "H", "H", "H", "H", "H"], "coordinates": [[2.04, 0.46, 0.18], [0.98, -0.60, 0.40], [-0.73, -0.32, -0.66], [-1.76, -1.23, -0.04], [-0.98, 1.08, -0.56], [-1.17, 2.27, -0.43], [2.60, 0.34, -0.76], [1.59, 1.46, 0.18], [2.78, 0.44, 1.00], [1.38, -1.62, 0.26], [0.46, -0.52, 1.34], [0.28, -0.67, -0.92], [-1.95, -0.98, 1.02], [-2.74, -1.15, -0.55], [-1.46, -2.28, -0.11], [-1.32, 3.33, -0.35]]}


{"formula": "CH21O10", "method": "ωB97M-V with the def2-TZVPD basis set", "total_charge": -1, "gap_ha": 0.183, "spin_multiplicity": 1, "homo_energy_ha": -0.095, "lumo_ev": 2.4, "symbols": ["C", "O", "H", "H", "H", "O", "H", "H", "O", "H", "H", "O", "H", "H", "O", "H", "H", "O", "H", "H", "O", "H", "H", "O", "H", "H", "O", "H", "H", "O", "H", "H"], "coordinates": [[-1.05, -0.19, 1.09], [0.34, -0.49, 1.27], [-1.63, -0.33, 2.00], [-1.33, 0.85, 0.87], [-1.51, -0.78, 0.30], [0.09, 5.56, -0.82], [0.03, 4.67, -0.49], [-0.10, 6.11, -0.06], [3.01, 1.67, -2.77], [2.21, 1.99, -3.16], [2.73, 1.26, -1.95], [-6.87, -2.12, -1.01], [-7.34, -2.07, -0.18], [-6.59, -3.03, -1.07], [-0.32, -2.37, -5.36], [-0.27, -2.47, -4.41], [-0.41, -1.43, -5.49], [-6.00, 2.22, -3.00], [-6.35, 2.90, -2.42], [-5.99, 1.43, -2.45], [0.67, -0.43, 6.86], [0.83, -0.68, 5.95], [-0.24, -0.68, 7.02], [5.97, -2.01, 2.41], [6.36, -2.27, 1.58], [5.06, -1.80, 2.19], [0.97, -4.83, -1.24], [1.34, -4.10, -0.74], [0.13, -5.00, -0.81], [5.38, 3.18, 2.07], [6.16, 2.74, 1.73], [4.72, 2.49, 2.11]]}


{"formula": "C2H5N3O", "method": "ωB97M-V with the def2-TZVPD basis set", "gap_ha": [0.259, 0.315], "spin_multiplicity": 1, "homo_energy_ha": [-0.262, -0.318], "lumo_ev": [-0.1, -0.1], "symbols": ["H", "N", "C", "N", "C", "N", "O", "H", "H", "H", "H"], "coordinates": [[1.27, -1.27, -1.60], [0.79, -1.47, -0.71], [0.55, -0.34, 0.02], [1.12, -0.05, 1.24], [-0.60, 0.24, -0.61], [-1.53, 1.02, 0.01], [-0.81, -0.41, -1.70], [1.75, -0.76, 1.58], [1.48, 0.89, 1.33], [-1.69, 0.87, 1.00], [-2.33, 1.29, -0.55]]}


{"formula": "C3H9NO2Si", "method": "ωB97M-V with the def2-TZVPD basis set", "gap_ha": [0.282, 0.257], "spin_multiplicity": 1, "homo_energy_ha": [-0.344, -0.336], "lumo_ev": [-1.7, -2.1], "symbols": ["C", "C", "C", "N", "O", "O", "Si", "H", "H", "H", "H", "H", "H", "H", "H", "H"], "coordinates": [[-0.87, -1.38, -1.08], [-0.20, -0.27, 1.70], [-0.92, 1.64, -0.59], [3.38, 0.22, 0.53], [4.17, -0.28, -0.11], [1.55, 0.09, -0.68], [0.08, 0.04, -0.17], [-0.87, -1.19, -2.15], [-0.37, -2.32, -0.89], [-1.90, -1.44, -0.74], [-1.25, -0.40, 1.93], [0.33, -1.16, 2.02], [0.17, 0.57, 2.28], [-1.88, 1.41, -1.04], [-1.08, 2.23, 0.30], [-0.34, 2.23, -1.30]]}


{"formula": "C19H21N4O3PtS2", "method": "ωB97M-V with the def2-TZVPD basis set", "total_charge": -1, "gap_ha": 0.213, "spin_multiplicity": 1, "homo_energy_ha": -0.134, "lumo_ev": 2.1, "symbols": ["Pt", "C", "N", "C", "C", "O", "C", "O", "C", "C", "O", "N", "C", "C", "H", "H", "H", "H", "H", "H", "H", "H", "H", "H", "H", "H", "H", "H", "H", "H", "S", "C", "C", "N", "C", "S", "C", "N", "C", "C", "C", "C", "C", "C", "C", "H", "H", "H", "H", "H"], "coordinates": [[2.61, 0.33, -0.36], [-1.53, -3.50, -2.83], [-1.53, -3.12, -1.43], [-2.04, -4.08, -0.48], [-1.07, -1.87, -1.09], [-0.64, -1.09, -1.90], [-1.13, -1.53, 0.41], [-0.93, -0.19, 0.69], [-1.98, 0.68, 0.38], [-1.49, 1.75, -0.60], [-0.35, 1.77, -0.99], [-2.43, 2.68, -1.00], [-1.97, 3.81, -1.78], [-3.70, 2.86, -0.34], [-1.10, -4.49, -2.95], [-2.55, -3.51, -3.24], [-0.93, -2.78, -3.38], [-1.91, -5.08, -0.89], [-1.49, -4.05, 0.46], [-3.11, -3.95, -0.27], [-2.08, -1.90, 0.82], [-0.32, -2.07, 0.92], [-2.85, 0.14, -0.03], [-2.31, 1.18, 1.30], [-1.02, 3.54, -2.25], [-2.71, 4.05, -2.55], [-1.80, 4.69, -1.15], [-4.09, 1.92, 0.04], [-3.65, 3.58, 0.49], [-4.43, 3.25, -1.07], [3.13, 2.27, -1.54], [4.62, 1.86, -2.34], [5.37, 2.93, -2.90], [5.96, 3.81, -3.36], [5.03, 0.57, -2.47], [4.09, -0.75, -1.84], [6.23, 0.24, -3.17], [7.19, -0.05, -3.74], [2.09, 0.04, 1.28], [1.64, -0.15, 2.63], [1.31, -1.43, 3.09], [0.73, -1.61, 4.34], [0.50, -0.51, 5.16], [0.85, 0.76, 4.72], [1.41, 0.94, 3.47], [1.51, -2.28, 2.44], [0.48, -2.60, 4.67], [0.05, -0.65, 6.13], [0.68, 1.62, 5.37], [1.67, 1.93, 3.11]]}


{"formula": "C7H13N", "method": "ωB97M-V with the def2-TZVPD basis set", "gap_ha": 0.318, "spin_multiplicity": 1, "homo_energy_ha": -0.280, "lumo_ev": 1.1, "symbols": ["C", "C", "C", "C", "N", "C", "C", "C", "H", "H", "H", "H", "H", "H", "H", "H", "H", "H", "H", "H", "H"], "coordinates": [[2.19, 0.84, -0.65], [1.94, 0.70, 0.81], [0.75, 0.51, 1.37], [-0.54, 0.38, 0.67], [-1.45, 1.40, 1.00], [-0.83, -0.57, -0.22], [0.10, -1.69, -0.56], [-2.18, -0.62, -0.89], [2.78, 1.74, -0.84], [2.75, -0.01, -1.03], [1.25, 0.92, -1.20], [2.81, 0.79, 1.44], [0.68, 0.49, 2.46], [-1.25, 1.85, 1.88], [-2.42, 1.13, 0.93], [0.44, -1.61, -1.60], [-0.41, -2.65, -0.46], [0.97, -1.70, 0.09], [-2.97, -0.88, -0.18], [-2.43, 0.35, -1.33], [-2.18, -1.36, -1.68]]}


Respective ΔE to the lowest compared entry with this formula, charge and spin values: 0.00; 106.51; 84.91; 91.45; 126.67; 20.79; 16.09 kcal per mole.
Respective E values: -29092.748; -6379.241; -21851.567; -8669.677; -16717.178; -57062.965; -8959.235 eV.